Formula: C9H14O2
Source: the OMol25 dataset
Level of theory: ωB97M-V/def2-TZVPD

## Properties
SMILES string: Cc1ccc(O)cc1.CCO
DFT total energy: -501.7735 Ha
Net charge: 0
Energy relative to the best compared isomer or geometry (same formula, charge and spin): 164.5 kJ/mol
Molar mass: 154.2 g/mol
HOMO energy: -8.4 eV
Lowest unoccupied orbital energy: 0.0269 hartree

Bonds (Å) are listed after each position.
Element x y z (Å)
1 C -1.097 -0.993 -2.390  C2 1.502, H9 1.090, H10 1.096, H11 1.093
2 C -0.694 -1.204 -0.958  C1 1.502, C3 1.382, C8 1.401
3 C 0.565 -1.672 -0.637  C2 1.382, C4 1.415, H12 1.079
4 C 0.938 -1.926 0.704  C3 1.415, C5 1.379, H13 1.081
5 C -0.025 -1.702 1.665  C4 1.379, O6 1.353, C7 1.431
6 O 0.086 -2.280 2.883  C5 1.353, H14 0.940
7 C -1.180 -0.910 1.370  C5 1.431, C8 1.376, H15 1.084
8 C -1.552 -0.753 0.054  C2 1.401, C7 1.376, H16 1.083
9 H -1.414 0.034 -2.575  C1 1.090
10 H -1.902 -1.625 -2.784  C1 1.096
11 H -0.299 -1.156 -3.118  C1 1.093
12 H 1.233 -1.855 -1.464  C3 1.079
13 H 1.765 -2.606 0.854  C4 1.081
14 H -0.588 -1.954 3.450  O6 0.940
15 H -1.667 -0.615 2.293  C7 1.084
16 H -2.516 -0.291 -0.120  C8 1.083
17 C 1.322 2.240 -0.710  C18 1.521, H20 1.091, H21 1.097, H22 1.091
18 C 0.967 2.271 0.768  C17 1.521, O19 1.435, H23 1.100, H24 1.082
19 O 0.051 3.327 1.090  C18 1.435, H25 0.965
20 H 1.785 1.311 -1.044  C17 1.091
21 H 2.156 2.934 -0.871  C17 1.097
22 H 0.604 2.564 -1.465  C17 1.091
23 H 0.436 1.315 0.888  C18 1.100
24 H 1.840 2.477 1.375  C18 1.082
25 H -0.812 3.072 0.739  O19 0.965

Formula: H32O16
Source: the OMol25 dataset
Level of theory: ωB97M-V/def2-TZVPD

## Properties
DFT total energy: -1222.4109 Ha
⟨S²⟩: 0.758
Multiplicity: 2
Net charge: +1
Energy relative to the best compared isomer or geometry (same formula, charge and spin): 481.3 kJ/mol
Molar mass: 288.2 g/mol
HOMO energy (spin up / spin down): -13.4 / -13.4 eV
Lowest unoccupied orbital energy (spin up / spin down): -0.1702 / -0.4120 hartree

Bonds (Å) are listed after each position.
Element x y z (Å)
1 O 0.344 -0.745 0.876  H2 1.063, H3 0.974
2 H -0.490 -0.243 0.450  O1 1.063
3 H 0.696 0.159 0.963  O1 0.974
4 O -1.456 -0.793 2.488  H5 0.902, H6 0.930
5 H -2.344 -0.728 2.341  O4 0.902
6 H -1.208 -1.605 2.108  O4 0.930
7 O 1.616 1.883 2.801  H8 1.001, H9 1.068
8 H 1.047 1.676 2.004  O7 1.001
9 H 1.009 1.385 3.525  O7 1.068
10 O 4.116 0.136 -3.608  H11 1.020, H12 1.014
11 H 3.989 0.242 -2.602  O10 1.020
12 H 4.925 -0.436 -3.394  O10 1.014
13 O 4.978 0.527 -0.348  H14 0.904, H15 0.842
14 H 5.537 0.036 0.166  O13 0.904
15 H 4.632 0.986 0.267  O13 0.842
16 O -4.997 0.821 -3.360  H17 0.889, H18 0.906
17 H -4.842 0.132 -3.900  O16 0.889
18 H -4.454 0.755 -2.638  O16 0.906
19 O 3.884 -0.745 2.227  H20 1.048, H21 0.946
20 H 3.171 -0.194 2.760  O19 1.048
21 H 3.219 -1.198 1.729  O19 0.946
22 O 0.372 4.399 2.923  H23 1.007, H24 0.922
23 H 1.065 4.673 3.599  O22 1.007
24 H 0.895 3.800 2.455  O22 0.922
25 O -2.343 -3.500 -1.903  H26 0.960, H27 0.976
26 H -1.543 -3.704 -2.394  O25 0.960
27 H -3.053 -3.862 -2.465  O25 0.976
28 O 2.790 -2.513 -1.596  H29 0.914, H30 1.057
29 H 3.267 -1.902 -1.110  O28 0.914
30 H 1.845 -2.500 -1.124  O28 1.057
31 O -3.005 3.618 2.318  H32 1.006, H33 1.022
32 H -2.826 2.706 2.701  O31 1.006
33 H -2.036 3.927 2.215  O31 1.022
34 O -0.606 1.397 -0.273  H35 0.965, H36 0.967
35 H -1.553 1.507 -0.123  O34 0.965
36 H -0.304 0.830 -0.997  O34 0.967
37 O -3.303 -2.298 1.378  H38 1.035, H39 1.089
38 H -3.303 -2.994 2.144  O37 1.035
39 H -2.871 -2.958 0.628  O37 1.089
40 O 0.176 -1.602 -5.216  H41 0.936, H42 1.057
41 H 0.770 -1.801 -4.521  O40 0.936
42 H -0.603 -2.316 -5.202  O40 1.057
43 O -3.178 -2.606 4.252  H44 0.851, H45 0.977
44 H -2.449 -2.420 3.853  O43 0.851
45 H -3.616 -1.737 4.163  O43 0.977
46 O 0.291 3.236 -3.611  H47 1.028, H48 0.976
47 H 0.760 3.949 -3.038  O46 1.028
48 H 0.988 2.621 -3.908  O46 0.976